(1)
C4H4N2 as an isolated structure, computed with wB97M-V/def2-TZVPD.

E_LUMO ... -0.0341 Ha
E_HOMO ... -10.129 eV
Energy ... -264.21701 hartree
Energy relative to the best compared isomer or geometry (same formula, charge and spin) ... 287.3 kJ/mol

Geometry as ORCA input:
```
! wB97M-V def2-TZVPD RIJCOSX def2/J DEFGRID3
* xyz 0 1
C -0.599 0.254 0.674
C -0.024 -1.005 0.386
C 0.522 -0.871 -0.820
C 0.366 0.447 -1.119
H -1.325 1.560 1.734
H 0.048 -1.874 1.164
H 1.192 -1.463 -1.647
H 0.986 1.147 -1.897
N -0.948 0.668 1.812
N -0.217 1.137 -0.287
*
```

(2)
One molecule with the formula C4H5Cl2F, computed with wB97M-V/def2-TZVPD.

E_LUMO ... 0.0281 Ha
E_HOMO ... -9.259 eV
Energy ... -1175.64332 hartree
Energy relative to the best compared isomer or geometry (same formula, charge and spin) ... 0.0 kJ/mol

Geometry as ORCA input:
```
! wB97M-V def2-TZVPD RIJCOSX def2/J DEFGRID3
* xyz 0 1
C -0.761 0.550 -0.308
C -1.837 -0.191 -0.046
C 1.440 -0.161 0.628
C 0.610 0.058 -0.640
F -0.873 1.892 -0.239
Cl -3.375 0.471 0.356
Cl -1.764 -1.905 -0.101
H 0.975 -0.916 1.257
H 2.439 -0.495 0.363
H 1.520 0.763 1.194
H 1.092 0.810 -1.266
H 0.535 -0.875 -1.198
*
```

(3)
A 10-piece molecular cluster, C37H101N7O13 overall, computed with wB97M-V/def2-TZVPD.

E_LUMO ... 0.0171 Ha
E_HOMO ... -8.573 eV
Energy ... -2831.37510 hartree

Geometry as ORCA input:
```
! wB97M-V def2-TZVPD RIJCOSX def2/J DEFGRID3
* xyz 0 1
C -9.582 -16.355 20.616
O -8.191 -16.605 20.598
C -7.778 -17.015 21.895
C -6.308 -17.351 21.947
N -5.541 -16.148 21.679
C -4.193 -16.508 21.220
C -3.273 -15.308 20.977
O -3.339 -14.815 19.642
C -4.301 -13.796 19.434
H -9.869 -15.721 21.464
H -10.137 -17.284 20.784
H -9.881 -15.829 19.715
H -8.373 -17.907 22.133
H -7.963 -16.245 22.654
H -6.151 -18.164 21.220
H -6.151 -17.767 22.946
H -5.976 -15.570 20.973
H -4.369 -17.106 20.315
H -3.676 -17.134 21.952
H -2.225 -15.612 21.034
H -3.437 -14.565 21.764
H -5.326 -14.048 19.721
H -4.268 -13.602 18.363
H -4.021 -12.891 19.983
C 2.052 -15.665 30.378
O 1.106 -15.644 31.426
C 0.996 -14.471 32.183
C -0.233 -14.525 33.073
N -1.310 -13.697 32.480
C -2.520 -13.752 33.312
C -3.661 -12.947 32.692
O -4.062 -13.422 31.409
C -5.293 -14.113 31.488
H 1.957 -14.779 29.751
H 2.020 -16.637 29.893
H 3.062 -15.678 30.814
H 0.981 -13.545 31.596
H 1.890 -14.334 32.811
H 0.038 -13.941 33.958
H -0.545 -15.541 33.332
H -1.567 -14.184 31.620
H -2.327 -13.280 34.279
H -2.802 -14.794 33.506
H -3.387 -11.897 32.606
H -4.496 -12.976 33.399
H -5.571 -14.379 30.470
H -6.043 -13.574 32.069
H -5.189 -15.090 31.983
C -5.032 -20.426 24.174
O -5.267 -19.273 24.958
C -4.734 -19.265 26.275
C -4.427 -17.795 26.568
N -5.654 -16.987 26.611
C -6.493 -17.271 27.785
C -5.840 -16.869 29.075
O -5.493 -18.081 29.735
C -5.169 -17.908 31.088
H -3.942 -20.466 24.057
H -5.509 -20.293 23.207
H -5.378 -21.329 24.687
H -3.856 -19.903 26.449
H -5.411 -19.757 26.987
H -3.813 -17.494 25.720
H -3.856 -17.741 27.492
H -6.091 -17.214 25.724
H -6.848 -18.305 27.843
H -7.361 -16.653 27.532
H -6.596 -16.313 29.647
H -4.950 -16.243 28.952
H -5.949 -17.368 31.640
H -4.294 -17.241 31.179
H -4.907 -18.865 31.533
C -1.733 -16.784 29.617
O -0.405 -17.062 29.244
H -2.205 -17.692 30.007
H -1.804 -16.063 30.441
H -2.298 -16.358 28.790
H 0.204 -16.652 29.863
C -1.336 -17.518 24.374
O -0.088 -17.690 23.649
H -2.061 -17.316 23.583
H -1.607 -18.405 24.940
H -1.207 -16.579 24.909
H 0.312 -18.520 23.916
C -0.871 -21.621 23.693
O -1.602 -21.451 24.898
H 0.060 -22.171 23.826
H -1.499 -22.034 22.900
H -0.625 -20.612 23.355
H -1.846 -22.329 25.234
C -7.270 -23.309 29.832
C -7.314 -22.587 31.175
C -6.143 -22.986 32.106
O -5.704 -21.866 32.865
C -4.529 -22.155 33.585
N -7.360 -21.130 30.935
H -6.985 -24.348 30.016
H -6.500 -22.832 29.222
H -8.207 -23.282 29.281
H -8.210 -22.745 31.790
H -5.284 -23.332 31.505
H -6.306 -23.810 32.809
H -3.733 -22.419 32.887
H -4.653 -22.968 34.308
H -4.227 -21.299 34.186
H -6.758 -20.747 31.664
H -6.862 -20.946 30.067
C -4.288 -23.205 27.128
C -4.002 -24.349 26.144
C -4.702 -24.303 24.767
O -4.190 -25.366 24.017
C -4.628 -25.514 22.668
N -2.528 -24.511 25.952
H -5.292 -22.816 26.948
H -3.524 -22.426 27.105
H -4.265 -23.545 28.166
H -4.183 -25.291 26.678
H -4.352 -23.319 24.423
H -5.785 -24.365 24.888
H -5.687 -25.722 22.491
H -4.016 -26.343 22.324
H -4.390 -24.553 22.203
H -2.424 -25.159 25.177
H -2.171 -24.941 26.794
C -11.506 -21.221 31.266
C -10.754 -19.935 30.955
C -11.346 -19.221 29.707
O -11.004 -19.808 28.478
C -9.629 -19.628 28.175
N -10.831 -19.068 32.138
H -11.638 -21.971 30.479
H -12.495 -21.058 31.711
H -11.043 -21.818 32.065
H -9.740 -20.217 30.676
H -11.148 -18.151 29.837
H -12.433 -19.363 29.738
H -9.392 -19.808 27.121
H -9.072 -20.397 28.714
H -9.304 -18.595 28.320
H -10.144 -19.458 32.780
H -11.705 -19.148 32.642
C -5.525 -22.265 20.921
C -6.946 -22.686 21.213
C -7.915 -21.513 21.398
O -9.090 -22.025 22.006
C -10.151 -21.097 21.924
N -7.426 -23.598 20.169
H -4.821 -23.046 20.638
H -5.127 -21.805 21.825
H -5.551 -21.534 20.108
H -6.984 -23.286 22.136
H -8.026 -20.976 20.453
H -7.477 -20.902 22.202
H -11.058 -21.532 22.348
H -10.392 -20.907 20.872
H -9.936 -20.174 22.473
H -8.385 -23.835 20.415
H -6.922 -24.476 20.174
*
```

(4)
A 2-piece molecular cluster, C9H14 overall, computed with wB97M-V/def2-TZVPD.

E_LUMO (alpha / beta) ... 0.1432 / 0.1413 Ha
E_HOMO (alpha / beta) ... 0.892 / -3.327 eV
Energy ... -351.27267 hartree
⟨S²⟩ ... 0.761
Energy relative to the best compared isomer or geometry (same formula, charge and spin) ... 17.5 kJ/mol

Geometry as ORCA input:
```
! wB97M-V def2-TZVPD RIJCOSX def2/J DEFGRID3
* xyz -1 2
C -0.675 0.509 -2.056
C -1.586 -0.315 1.601
C -1.624 0.965 2.142
C -1.324 -0.466 0.184
C -0.913 0.641 -0.556
C -1.335 2.106 1.395
C -0.973 1.912 -0.001
H -1.766 -1.128 2.289
H -1.853 1.129 3.196
H -1.414 -1.484 -0.189
H -1.213 3.091 1.825
H 0.359 0.745 -2.296
H -1.387 1.150 -2.569
H -0.770 2.787 -0.607
H -0.919 -0.511 -2.360
C 2.248 -1.101 0.458
C 2.132 -1.664 -0.947
H 1.529 -0.289 0.622
H 2.070 -1.885 1.204
H 3.269 -0.728 0.611
H 1.074 -1.822 -1.199
H 2.557 -2.659 -1.042
H 2.512 -0.982 -1.707
*
```

Question: Which value of energy does entry 2 give?
Answer: -1175.64332 hartree

Repeat the first record exactly.
C4H4N2 as an isolated structure, computed with wB97M-V/def2-TZVPD.

E_LUMO ... -0.0341 Ha
E_HOMO ... -10.129 eV
Energy ... -264.21701 hartree
Energy relative to the best compared isomer or geometry (same formula, charge and spin) ... 287.3 kJ/mol

Geometry as ORCA input:
```
! wB97M-V def2-TZVPD RIJCOSX def2/J DEFGRID3
* xyz 0 1
C -0.599 0.254 0.674
C -0.024 -1.005 0.386
C 0.522 -0.871 -0.820
C 0.366 0.447 -1.119
H -1.325 1.560 1.734
H 0.048 -1.874 1.164
H 1.192 -1.463 -1.647
H 0.986 1.147 -1.897
N -0.948 0.668 1.812
N -0.217 1.137 -0.287
*
```

Please write out number 1 again, unchanged.
C4H4N2 as an isolated structure, computed with wB97M-V/def2-TZVPD.

E_LUMO ... -0.0341 Ha
E_HOMO ... -10.129 eV
Energy ... -264.21701 hartree
Energy relative to the best compared isomer or geometry (same formula, charge and spin) ... 287.3 kJ/mol

Geometry as ORCA input:
```
! wB97M-V def2-TZVPD RIJCOSX def2/J DEFGRID3
* xyz 0 1
C -0.599 0.254 0.674
C -0.024 -1.005 0.386
C 0.522 -0.871 -0.820
C 0.366 0.447 -1.119
H -1.325 1.560 1.734
H 0.048 -1.874 1.164
H 1.192 -1.463 -1.647
H 0.986 1.147 -1.897
N -0.948 0.668 1.812
N -0.217 1.137 -0.287
*
```

Question: Among the records above, which one has the lowest energy?
Answer: C37H101N7O13